This record from OMol25 describes 7 unconnected molecules or ions with the total composition C11H27N5O16 in a non-equilibrium geometry. The level of theory is the ωB97M-V functional and the def2-TZVPD basis.

Computed properties:
* calculated total energy: -1912.45994 a.u.
* orbital gap: 10.71 eV
* molar mass: 485.4 g/mol
* SMILES string: C[N+](=O)[O-].C[N+](=O)[O-].C[N+](=O)[O-].C[N+](=O)[O-].C[N+](=O)[O-].COC(=O)OC.COC(=O)OC
* HOMO: -10.6 eV

CARTESIAN COORDINATES (ANGSTROEM)
1 C -3.213 1.461 -5.407
2 N -3.334 1.742 -3.938
3 O -3.067 0.845 -3.179
4 O -3.529 2.886 -3.613
5 H -2.523 2.198 -5.797
6 H -4.179 1.486 -5.905
7 H -2.876 0.430 -5.451
8 C 0.951 -3.702 4.358
9 N -0.010 -3.909 3.247
10 O -0.186 -3.008 2.456
11 O -0.603 -4.970 3.246
12 H 1.707 -4.471 4.200
13 H 0.515 -3.765 5.346
14 H 1.421 -2.735 4.197
15 C 3.271 0.759 -3.362
16 N 4.342 0.327 -2.424
17 O 5.437 0.069 -2.868
18 O 4.046 0.276 -1.249
19 H 2.336 0.578 -2.848
20 H 3.400 0.293 -4.334
21 H 3.532 1.804 -3.545
22 C -1.449 2.115 -0.153
23 N -1.479 1.249 1.070
24 O -0.444 1.204 1.737
25 O -2.520 0.715 1.394
26 H -1.958 1.539 -0.917
27 H -0.418 2.354 -0.377
28 H -1.940 3.027 0.180
29 C -3.349 -2.425 0.020
30 N -4.577 -1.753 -0.461
31 O -4.623 -1.481 -1.656
32 O -5.430 -1.390 0.318
33 H -3.464 -3.485 -0.207
34 H -3.268 -2.289 1.092
35 H -2.462 -2.106 -0.512
36 C 1.698 4.151 5.018
37 O 1.816 4.338 3.615
38 C 2.488 3.498 2.833
39 O 2.730 3.765 1.694
40 O 2.845 2.383 3.476
41 C 3.132 1.226 2.672
42 H 0.784 3.594 5.225
43 H 1.648 5.096 5.556
44 H 2.587 3.634 5.381
45 H 3.756 1.470 1.817
46 H 2.168 0.825 2.363
47 H 3.626 0.555 3.367
48 C 1.701 -1.706 0.232
49 O 0.874 -2.338 -0.746
50 C 0.039 -1.622 -1.461
51 O -0.134 -0.428 -1.450
52 O -0.579 -2.458 -2.298
53 C -1.550 -1.901 -3.162
54 H 2.275 -2.421 0.817
55 H 1.014 -1.238 0.937
56 H 2.424 -1.045 -0.238
57 H -1.220 -0.934 -3.548
58 H -2.527 -1.801 -2.697
59 H -1.648 -2.510 -4.060

---

This record from OMol25 describes 2 unconnected molecules or ions with the total composition C2H5NS2 in a non-equilibrium geometry. The level of theory is the ωB97M-V functional and the def2-TZVPD basis.

Computed properties:
* calculated total energy: -930.15511 a.u.
* orbital gap: 8.43 eV
* molar mass: 107.2 g/mol
* HOMO: -9.0 eV

CARTESIAN COORDINATES (ANGSTROEM)
1 C -1.138 0.682 -0.037
2 C 0.110 0.251 0.455
3 H -1.014 -2.196 -0.396
4 H -1.003 1.365 -0.917
5 H -1.324 1.084 0.979
6 H -0.036 -0.442 1.167
7 H 3.158 0.205 -0.806
8 N 0.954 0.343 -0.394
9 S -2.112 -0.702 -0.091
10 S 2.407 -0.591 0.039

---

This record from OMol25 describes a molecular structure, C35H38N4OPS3Sn. The level of theory is the ωB97M-V functional and the def2-TZVPD basis.

Computed properties:
* calculated total energy: -3400.88206 a.u.
* <S²>: 0.79
* orbital gap (spin up / spin down): 6.34 / 7.09 eV
* molar mass: 776.6 g/mol
* multiplicity: 2
* HOMO (spin up / spin down): -5.8 / -7.1 eV

CARTESIAN COORDINATES (ANGSTROEM)
1 Sn 0.377 -0.212 -1.783
2 O 2.211 0.644 0.604
3 N 2.335 1.637 -0.356
4 C 3.497 2.474 -0.120
5 C 3.753 3.565 -0.868
6 C 3.064 4.028 -2.022
7 C 2.188 3.317 -2.852
8 C 1.883 1.972 -2.799
9 S 0.875 1.171 -3.976
10 H 4.054 2.176 0.753
11 H 4.579 4.178 -0.523
12 H 3.294 5.041 -2.328
13 H 1.759 3.868 -3.683
14 N -0.462 1.978 -0.795
15 S -1.026 3.129 -1.739
16 C -2.722 2.742 -2.164
17 C -2.911 2.133 -3.397
18 C -4.195 1.770 -3.781
19 C -5.267 2.023 -2.940
20 C -5.065 2.623 -1.703
21 C -3.787 2.982 -1.305
22 C -1.302 4.589 -0.732
23 C -0.971 4.571 0.610
24 C -1.138 5.729 1.363
25 C -1.624 6.882 0.768
26 C -1.942 6.889 -0.586
27 C -1.777 5.743 -1.343
28 H -1.155 1.680 -0.103
29 H -2.057 1.946 -4.039
30 H -4.353 1.291 -4.738
31 H -6.269 1.747 -3.245
32 H -5.905 2.814 -1.047
33 H -3.621 3.456 -0.346
34 H -0.579 3.665 1.055
35 H -0.883 5.724 2.414
36 H -1.750 7.781 1.356
37 H -2.314 7.792 -1.052
38 H -2.021 5.741 -2.399
39 S 2.140 -2.652 -1.820
40 C 3.593 -2.413 -0.959
41 N 4.633 -3.229 -1.232
42 C 5.957 -3.114 -0.644
43 C 6.177 -1.681 -0.189
44 C 5.002 -1.270 0.680
45 N 3.749 -1.482 -0.028
46 H 4.455 -3.910 -1.950
47 H 6.692 -3.406 -1.393
48 H 6.060 -3.795 0.207
49 H 6.238 -1.022 -1.058
50 H 7.110 -1.603 0.368
51 H 5.047 -0.215 0.946
52 H 5.009 -1.845 1.613
53 H 3.012 -0.757 0.133
54 C -4.028 -0.642 2.001
55 P -2.588 -0.482 0.861
56 C -3.214 -1.440 -0.573
57 C -2.522 -2.507 -1.143
58 C -3.008 -3.136 -2.281
59 C -4.189 -2.710 -2.868
60 C -4.881 -1.640 -2.316
61 C -4.392 -1.008 -1.183
62 C -1.395 -1.638 1.620
63 C -1.732 -2.931 2.023
64 C -0.773 -3.771 2.563
65 C 0.539 -3.330 2.703
66 C 0.883 -2.048 2.309
67 C -0.082 -1.203 1.774
68 H -4.346 -1.675 2.136
69 H -4.865 -0.065 1.607
70 H -3.753 -0.220 2.969
71 H -1.591 -2.844 -0.706
72 H -2.454 -3.961 -2.710
73 H -4.566 -3.203 -3.755
74 H -5.800 -1.292 -2.771
75 H -4.930 -0.158 -0.779
76 H -2.746 -3.292 1.896
77 H -1.044 -4.774 2.868
78 H 1.290 -3.993 3.115
79 H 1.902 -1.693 2.405
80 H 0.218 -0.209 1.465
81 C 2.237 1.028 -1.715
82 H 1.477 2.212 -0.296
83 H 3.130 0.436 -1.910

---

This record from OMol25 describes C5H7P in the gas phase in a non-equilibrium geometry. The level of theory is the ωB97M-V functional and the def2-TZVPD basis.

Computed properties:
* calculated total energy: -535.81891 a.u.
* orbital gap (spin up / spin down): 8.07 / 7.49 eV
* molar mass: 98.1 g/mol
* HOMO (spin up / spin down): -8.2 / -8.2 eV

CARTESIAN COORDINATES (ANGSTROEM)
1 C 1.645 0.935 0.713
2 C -2.120 -0.299 1.538
3 C 0.741 0.463 -0.036
4 C -0.637 1.169 -0.324
5 C 0.756 -0.786 -0.919
6 P -2.223 0.022 -0.012
7 H 2.066 1.784 1.390
8 H -2.733 -0.478 2.407
9 H -0.888 2.020 0.296
10 H -0.703 1.530 -1.323
11 H 0.585 -0.532 -1.952
12 H -0.209 -1.342 -0.698
13 H 1.495 -1.515 -0.635

---

This record from OMol25 describes C4H7NO in the gas phase in a non-equilibrium geometry. The level of theory is the ωB97M-V functional and the def2-TZVPD basis.

Computed properties:
* calculated total energy: -286.56392 a.u.
* orbital gap: 10.28 eV
* molar mass: 85.1 g/mol
* SMILES string: C[C@H]1NCC1=O
* HOMO: -9.3 eV

CARTESIAN COORDINATES (ANGSTROEM)
1 C -1.842 -0.554 0.303
2 C -0.664 0.013 -0.500
3 C 1.116 0.958 0.288
4 C 0.715 -0.454 -0.058
5 H -1.938 -1.584 0.087
6 H -2.762 -0.035 0.022
7 H -1.738 -0.379 1.389
8 H -0.906 -0.107 -1.549
9 H -0.816 1.916 0.421
10 H 1.923 1.350 -0.404
11 H 1.342 1.147 1.330
12 N -0.185 1.400 -0.212
13 O 1.280 -1.486 -0.002

---

This record from OMol25 describes a molecular structure, C21H59ClN9O14 in a non-equilibrium geometry. The level of theory is the ωB97M-V functional and the def2-TZVPD basis.

Computed properties:
* calculated total energy: -2840.16754 a.u.
* orbital gap: 5.62 eV
* total charge: -1
* molar mass: 697.2 g/mol
* HOMO: -3.5 eV

CARTESIAN COORDINATES (ANGSTROEM)
1 Cl 0.620 1.174 -0.008
2 O 0.120 0.278 -0.982
3 O -0.325 2.229 0.227
4 O 0.844 0.432 1.202
5 O 1.854 1.719 -0.468
6 C 5.190 3.802 0.823
7 O 4.630 2.912 1.772
8 C 3.382 2.322 1.374
9 C 3.286 0.912 1.919
10 N 4.279 -0.052 1.486
11 C 4.124 -1.365 2.089
12 C 5.175 -2.355 1.625
13 O 4.827 -3.676 2.091
14 C 3.966 -4.427 1.221
15 H 4.621 4.728 0.734
16 H 5.448 3.290 -0.104
17 H 6.131 4.146 1.253
18 H 3.250 2.359 0.293
19 H 2.534 2.831 1.833
20 H 2.313 0.448 1.756
21 H 3.423 0.993 2.997
22 H 5.212 0.314 1.615
23 H 3.162 -1.709 1.708
24 H 4.139 -1.161 3.160
25 H 6.143 -2.202 2.101
26 H 5.421 -2.353 0.563
27 H 4.448 -5.360 0.931
28 H 3.583 -3.909 0.341
29 H 3.120 -4.759 1.823
30 C -3.813 4.307 -5.524
31 O -4.123 4.201 -4.170
32 C -4.056 2.834 -3.808
33 C -4.246 2.695 -2.307
34 N -2.974 2.931 -1.594
35 C -3.177 2.488 -0.249
36 C -2.223 3.287 0.709
37 O -2.769 4.632 0.953
38 C -1.840 5.720 1.115
39 H -2.903 3.912 -5.974
40 H -3.793 5.396 -5.482
41 H -4.561 4.031 -6.267
42 H -3.174 2.242 -4.054
43 H -4.868 2.368 -4.367
44 H -4.645 1.697 -2.130
45 H -5.049 3.361 -1.990
46 H -2.315 2.279 -1.995
47 H -3.032 1.422 -0.073
48 H -4.173 2.766 0.095
49 H -1.194 3.276 0.349
50 H -2.229 2.848 1.707
51 H -1.193 5.467 1.956
52 H -2.387 6.494 1.653
53 H -1.282 5.936 0.204
54 C 2.207 -2.085 0.284
55 O 0.994 -2.668 -0.209
56 C -0.018 -1.768 -0.571
57 C -1.341 -2.591 -0.566
58 N -1.569 -2.718 0.841
59 C -2.669 -3.689 1.174
60 C -2.642 -4.277 2.676
61 O -3.582 -5.392 2.797
62 C -3.588 -5.852 4.090
63 H 3.038 -2.751 0.053
64 H 2.251 -1.920 1.361
65 H 2.385 -1.085 -0.111
66 H 0.181 -1.445 -1.593
67 H -0.011 -0.793 -0.084
68 H -1.279 -3.475 -1.201
69 H -2.158 -2.011 -0.997
70 H -0.657 -2.928 1.222
71 H -2.555 -4.576 0.550
72 H -3.636 -3.284 0.877
73 H -3.014 -3.541 3.389
74 H -1.666 -4.562 3.069
75 H -2.573 -6.150 4.354
76 H -4.386 -6.594 4.068
77 H -3.867 -5.042 4.764
78 C -2.092 0.436 2.103
79 O -2.910 0.262 3.025
80 N -1.746 -0.548 1.330
81 N -1.552 1.563 1.827
82 H -0.946 -0.394 0.733
83 H -2.067 -1.501 1.426
84 H -0.781 1.686 1.186
85 H -1.860 2.383 2.329
86 C -0.988 -1.301 -2.784
87 O -2.106 -1.257 -2.521
88 N -0.151 -0.277 -2.683
89 N -0.509 -2.363 -3.292
90 H 0.805 -0.333 -3.005
91 H -0.465 0.551 -2.197
92 H 0.487 -2.404 -3.459
93 H -1.019 -3.229 -3.190
94 C 3.178 -1.136 -1.266
95 O 4.043 -1.874 -1.648
96 N 2.038 -0.877 -1.906
97 N 3.163 -0.468 -0.161
98 H 1.422 -0.161 -1.547
99 H 1.966 -1.208 -2.858
100 H 3.887 -0.774 0.474
101 H 2.420 0.189 0.030
102 O -1.347 1.914 -2.216
103 H -0.960 1.859 -1.342
104 H -0.660 2.299 -2.759

---

This record from OMol25 describes 2 unconnected molecules or ions with the total composition C4H10O2. The level of theory is the ωB97M-V functional and the def2-TZVPD basis.

Computed properties:
* calculated total energy: -308.71576 a.u.
* orbital gap (spin up / spin down): 8.33 / 8.20 eV
* molar mass: 90.1 g/mol
* HOMO (spin up / spin down): -7.4 / -7.3 eV

CARTESIAN COORDINATES (ANGSTROEM)
1 C -1.392 -0.747 -2.170
2 O -0.628 0.259 -2.490
3 C -0.298 1.290 -1.784
4 C 0.774 -0.772 0.499
5 O -0.027 0.129 1.223
6 C 0.499 0.377 2.501
7 H -1.549 -1.469 -2.957
8 H 0.262 -0.992 -0.444
9 H -1.943 -0.711 -1.237
10 H 0.391 1.969 -2.263
11 H -0.665 1.382 -0.767
12 H 0.907 -1.715 1.053
13 H 1.770 -0.350 0.291
14 H 0.503 -0.537 3.116
15 H 1.530 0.761 2.446
16 H -0.134 1.126 2.982

---

This record from OMol25 describes C11H16FNO2 in the gas phase in a non-equilibrium geometry. The level of theory is the ωB97M-V functional and the def2-TZVPD basis.

Computed properties:
* calculated total energy: -733.78745 a.u.
* orbital gap: 8.19 eV
* molar mass: 213.3 g/mol
* SMILES string: CCN(c1ccc(O)c(C)c1)[C@@](C)(O)F
* HOMO: -7.5 eV

CARTESIAN COORDINATES (ANGSTROEM)
1 C 0.445 0.483 -1.821
2 C -0.526 0.274 -2.800
3 C -0.918 -0.644 -0.132
4 C -1.862 -0.966 -1.153
5 C 0.261 0.058 -0.453
6 C -1.755 -0.404 -2.419
7 C -2.966 -1.924 -0.810
8 C 0.703 2.604 1.524
9 C 1.625 -1.766 1.524
10 C 1.588 1.846 0.454
11 C 1.466 -0.325 1.722
12 N 1.204 0.438 0.504
13 O -2.695 -0.631 -3.357
14 O 2.432 0.158 2.520
15 F 0.252 -0.252 2.491
16 H 1.379 0.930 -2.072
17 H -0.262 0.462 -3.805
18 H -1.163 -0.917 0.945
19 H -3.440 -1.693 0.173
20 H -3.674 -1.870 -1.524
21 H -2.653 -2.878 -0.585
22 H 1.230 2.571 2.494
23 H 0.647 3.609 1.269
24 H -0.149 2.049 1.657
25 H 0.722 -2.146 1.100
26 H 2.472 -1.937 1.058
27 H 1.717 -2.258 2.486
28 H 1.470 2.348 -0.405
29 H 2.583 1.796 0.728
30 H -2.387 -0.156 -4.193
31 H 2.255 1.140 2.882

---

The highest molar mass belongs to which entry? C35H38N4OPS3Sn